Entry 1:
The following is a DFT calculation (ωB97M-V with the def2-TZVPD basis set) of C2H2O in the gas phase at a distorted geometry.

Computed properties:
F_max   0.061 Eh/bohr
HOMO-LUMO gap   10.07 eV
LUMO energy   0.0172 hartree
Structure (SMILES)   C#CO
ΔE to the lowest compared entry with this formula, charge and spin   1.6467 eV
Total energy   -4150.894 eV
Net charge   0

Structure (XYZ):
```
5
Properties=species:S:1:pos:R:3:lowdin_charge:R:1
C -1.12 0.20 -0.09 0.0689
C 0.05 -0.01 0.01 -0.3125
O 1.36 -0.04 -0.14 0.0087
H -2.19 0.47 -0.31 0.0558
H 1.91 -0.62 0.53 0.1790
```


Entry 2:
The following is a DFT calculation (ωB97M-V with the def2-TZVPD basis set) of a molecular structure, C25H31N3O13P2SV at a distorted geometry.

Computed properties:
F_max   0.027 Eh/bohr
HOMO-LUMO gap (alpha / beta)   6.26 / 6.85 eV
LUMO energy (alpha / beta)   -0.0457 / -0.0239 hartree
ΔE to the lowest compared entry with this formula, charge and spin   0.6854 eV
Multiplicity   2
Total energy   -112625.396 eV
Net charge   0

Structure (XYZ):
```
76
Properties=species:S:1:pos:R:3:lowdin_charge:R:1
V 0.14 1.00 0.60 1.1609
O 1.09 -2.02 2.98 0.1364
C 0.25 -1.31 2.54 -0.5040
O 0.52 -0.39 1.58 -0.1664
C -1.24 -1.40 2.82 -0.0747
C -2.00 -1.36 1.47 -0.2295
C -3.47 -1.73 1.69 -0.0778
C -4.04 -0.42 2.31 -0.0792
C -2.76 0.41 2.42 -0.2376
O -2.07 0.06 1.22 -0.1150
C -1.85 -0.16 3.53 -0.0702
C -0.85 0.84 4.07 -0.5025
O -1.45 1.99 4.40 0.0850
O 0.32 0.61 4.26 0.1432
H -1.41 -2.32 3.37 0.1641
H -1.50 -1.85 0.64 0.1530
H -3.57 -2.59 2.35 0.1189
H -3.96 -1.97 0.75 0.1159
H -4.54 -0.57 3.26 0.1196
H -4.73 0.06 1.62 0.1179
H -2.90 1.49 2.47 0.1357
H -2.47 -0.47 4.37 0.1696
N 1.05 -3.20 -2.91 0.1130
C 1.82 -4.27 -2.43 -0.2421
C 2.07 -5.36 -3.24 -0.0288
C 2.83 -6.43 -2.78 -0.0895
C 3.35 -6.40 -1.50 -0.0916
C 3.09 -5.31 -0.68 -0.1033
C 2.34 -4.24 -1.13 -0.4433
S 2.04 -2.87 -0.05 1.0199
N 0.99 -1.88 -0.94 -0.2263
C 0.65 -2.13 -2.14 -0.3622
C -0.26 -1.16 -2.82 -0.2103
C -0.20 -0.97 -4.20 -0.0203
C -1.07 -0.06 -4.78 -0.0556
C -1.96 0.62 -3.97 -0.0388
C -1.92 0.38 -2.60 -0.1212
N -1.09 -0.48 -2.03 0.1323
H 0.54 -3.36 -3.76 0.1278
H 1.67 -5.37 -4.25 0.1118
H 3.02 -7.27 -3.43 0.1026
H 3.94 -7.22 -1.13 0.1030
H 3.48 -5.29 0.33 0.1083
H 0.53 -1.49 -4.80 0.1101
H -1.04 0.11 -5.85 0.1097
H -2.66 1.34 -4.37 0.1100
H -2.58 0.91 -1.93 0.1072
C -2.53 4.33 1.43 -0.0463
C -1.08 4.41 0.96 -0.5794
O -0.67 5.77 0.78 -0.0461
P 0.00 3.65 2.23 0.4669
O 1.48 3.91 1.71 -0.0890
O -0.22 4.06 3.62 -0.2190
O -0.34 2.14 1.98 -0.3539
P -0.92 3.59 -0.69 0.4146
O 0.65 3.87 -1.03 -0.1413
O -1.80 4.20 -1.69 -0.2594
O -1.02 2.06 -0.48 -0.3699
H -2.64 4.86 2.37 0.0972
H -2.83 3.29 1.57 0.0689
H -3.19 4.77 0.67 0.0901
H -1.30 6.19 0.18 0.1012
H 1.51 4.13 0.76 0.0575
H -0.77 2.70 4.44 0.0707
H 0.72 4.46 -1.79 0.1005
C 3.61 0.92 0.87 -0.0245
C 2.96 1.44 -0.40 -0.4536
C 3.47 0.78 -1.67 -0.0324
O 1.56 1.18 -0.32 -0.2636
H 3.50 -0.16 0.94 0.0744
H 3.17 1.38 1.75 0.0867
H 4.68 1.16 0.85 0.0908
H 3.06 2.53 -0.47 0.1346
H 3.34 -0.30 -1.60 0.0689
H 4.53 1.00 -1.80 0.0870
H 2.93 1.15 -2.54 0.0829
```


Which formula does entry 2 have?
C25H31N3O13P2SV


Which value of ΔE to the lowest compared entry with this formula, charge and spin does entry 1 give?
1.6467 eV